(A)
Molecular formula: C8H29CaN12O7
Method: DFT, the ωB97M-V functional and the def2-TZVPD basis

LUMO: -1.88 eV
Gap between HOMO and LUMO: 7.737 eV
Charge: +1
E_HOMO: -0.3532 Ha

Last column: Löwdin charge in e.
Positions of all 57 atoms, in Å:
1 Ca 0.045 0.243 0.375  1.4649
2 C 3.287 0.057 -2.895  -0.1030
3 C 3.180 0.937 -1.632  -0.4619
4 O 1.949 0.885 -0.982  -0.4447
5 H 4.167 0.436 -3.426  0.0709
6 H 2.406 0.127 -3.528  0.0382
7 H 3.486 -0.998 -2.691  0.0534
8 H 3.374 1.969 -1.959  0.0916
9 H 4.020 0.609 -0.999  0.0871
10 C -2.968 0.510 1.882  -0.6116
11 O -2.123 -0.019 1.162  -0.0918
12 N -4.285 0.178 1.904  0.1700
13 N -2.651 1.522 2.762  0.1743
14 H -4.592 -0.605 1.356  0.1028
15 H -4.976 0.698 2.405  0.1017
16 H -3.403 2.088 3.106  0.0978
17 H -1.705 1.730 3.018  0.0818
18 C -0.395 3.512 -0.151  -0.6394
19 O -0.381 2.569 0.644  -0.0897
20 N -1.379 4.468 -0.077  0.1644
21 N 0.463 3.652 -1.178  0.1909
22 H -2.131 4.261 0.556  0.0979
23 H -1.401 5.335 -0.575  0.0968
24 H 0.197 4.262 -1.925  0.1051
25 H 1.057 2.847 -1.368  0.0721
26 C 2.243 -2.301 1.165  -0.6220
27 O 1.399 -1.397 1.152  -0.1196
28 N 3.250 -2.236 0.245  0.1925
29 N 2.213 -3.386 1.943  0.1874
30 H 3.271 -1.402 -0.323  0.0805
31 H 3.940 -2.945 0.085  0.1046
32 H 3.002 -4.002 1.888  0.1114
33 H 1.537 -3.446 2.679  0.0968
34 C -1.379 -2.672 -1.189  -0.6348
35 O -0.751 -1.756 -0.666  -0.0665
36 N -2.734 -2.724 -1.125  0.1800
37 N -0.788 -3.628 -1.958  0.1707
38 H -3.168 -3.470 -1.632  0.1018
39 H -3.167 -1.943 -0.668  0.0976
40 H -1.193 -4.538 -2.068  0.1018
41 H 0.201 -3.509 -2.096  0.1107
42 C 0.468 -0.133 3.784  -0.6103
43 O 0.004 0.325 2.729  -0.1060
44 N 1.176 0.628 4.637  0.1902
45 N 0.194 -1.410 4.231  0.1629
46 H 1.380 1.604 4.526  0.1211
47 H 1.714 0.143 5.336  0.1106
48 H -0.540 -1.788 3.645  0.1129
49 H 0.990 -1.986 4.446  0.0932
50 C -1.091 0.840 -2.845  -0.6327
51 O -1.134 0.957 -1.604  -0.0989
52 N -2.181 0.593 -3.587  0.1821
53 N 0.086 1.103 -3.454  0.1813
54 H -3.064 0.467 -3.133  0.1105
55 H -2.141 0.645 -4.588  0.1052
56 H 0.928 1.161 -2.890  0.0600
57 H 0.094 0.937 -4.448  0.1055

(B)
Molecular formula: C8H29CaN12O7
Method: DFT, the ωB97M-V functional and the def2-TZVPD basis

LUMO: -1.89 eV
Gap between HOMO and LUMO: 7.370 eV
Charge: +1
E_HOMO: -0.3404 Ha

Last column: Löwdin charge in e.
Positions of all 57 atoms, in Å:
1 Ca 11.461 -15.844 -0.164  1.4429
2 C 15.460 -17.437 -0.290  -0.1334
3 C 14.760 -16.345 -1.035  -0.4338
4 O 13.368 -16.603 -1.271  -0.4549
5 H 16.540 -17.295 -0.249  0.0747
6 H 15.303 -18.434 -0.702  0.0686
7 H 15.085 -17.469 0.733  0.0442
8 H 15.354 -16.128 -1.922  0.0920
9 H 14.878 -15.494 -0.364  0.0751
10 C 8.979 -15.262 -2.556  -0.7383
11 O 10.115 -15.362 -2.065  -0.0774
12 N 8.004 -16.036 -2.105  0.1849
13 N 8.639 -14.347 -3.353  0.2049
14 H 8.258 -16.712 -1.398  0.1030
15 H 7.063 -15.971 -2.464  0.1134
16 H 9.322 -13.604 -3.376  0.1267
17 H 7.696 -14.342 -3.716  0.1305
18 C 12.156 -18.486 1.704  -0.7396
19 O 11.927 -17.291 1.645  -0.0666
20 N 11.703 -19.351 2.596  0.1690
21 N 12.970 -19.111 0.913  0.1980
22 H 11.038 -18.941 3.236  0.1143
23 H 12.252 -20.158 2.855  0.1164
24 H 13.426 -18.563 0.197  0.0658
25 H 13.144 -20.106 0.898  0.1301
26 C 8.517 -14.956 1.472  -0.6885
27 O 9.511 -15.234 0.823  -0.0677
28 N 7.452 -14.392 0.907  0.1723
29 N 8.284 -15.263 2.726  0.1893
30 H 6.578 -14.399 1.414  0.1102
31 H 7.449 -14.136 -0.070  0.1111
32 H 7.408 -14.928 3.099  0.1141
33 H 8.894 -15.812 3.314  0.1301
34 C 12.399 -12.725 -1.400  -0.7939
35 O 11.830 -13.717 -0.994  -0.0648
36 N 13.354 -12.146 -0.835  0.2083
37 N 12.082 -12.109 -2.470  0.1932
38 H 13.759 -12.647 -0.057  0.1219
39 H 13.791 -11.376 -1.319  0.1298
40 H 11.179 -12.204 -2.912  0.1203
41 H 12.765 -11.440 -2.795  0.1202
42 C 13.494 -14.375 2.460  -0.7355
43 O 12.925 -14.604 1.415  -0.0326
44 N 13.619 -13.245 3.103  0.1862
45 N 14.105 -15.369 3.070  0.1840
46 H 14.274 -13.181 3.870  0.1191
47 H 13.269 -12.424 2.629  0.1219
48 H 14.515 -15.302 3.991  0.1169
49 H 14.133 -16.213 2.516  0.1027
50 C 10.343 -18.848 -1.318  -0.7684
51 O 10.344 -17.868 -0.606  -0.0766
52 N 11.351 -18.961 -2.128  0.2019
53 N 9.510 -19.829 -1.274  0.2005
54 H 11.383 -19.575 -2.929  0.1197
55 H 12.032 -18.217 -2.180  0.0893
56 H 8.917 -19.856 -0.456  0.1293
57 H 9.568 -20.576 -1.952  0.1251

Stability check: which of them is least stable? (B).

(A)
Molecular formula: C6H9N2O
Method: DFT, the ωB97M-V functional and the def2-TZVPD basis

LUMO (spin up / spin down): -6.73 / -6.73 eV
Gap between HOMO and LUMO (spin up / spin down): 7.558 / 7.557 eV
Charge: +1
E_HOMO (spin up / spin down): -0.5250 / -0.5250 Ha

Last column: Löwdin charge in e.
Positions of all 18 atoms, in Å:
1 C -0.853 -0.847 -0.663  -0.0537
2 C -0.845 -0.748 0.717  -0.0888
3 C 0.160 0.272 1.181  -0.4830
4 C 0.425 0.138 -2.435  0.1497
5 C -1.639 -1.593 1.607  -0.0004
6 C 1.762 1.730 0.020  -0.0009
7 N 0.606 0.977 0.219  0.1538
8 N -0.175 0.001 -1.369  0.0602
9 O 0.395 0.490 2.353  0.1577
10 H -1.597 -1.529 -1.111  0.1666
11 H 0.954 1.073 -2.505  0.0971
12 H 0.176 -0.404 -3.396  0.1633
13 H -1.131 -2.320 2.255  0.1185
14 H -2.349 -2.226 1.035  0.1109
15 H -1.999 -0.838 2.318  0.1169
16 H 2.757 1.230 0.196  0.1438
17 H 1.724 2.019 -1.018  0.0867
18 H 1.630 2.575 0.595  0.1016

(B)
Molecular formula: C6H9N2O
Method: DFT, the ωB97M-V functional and the def2-TZVPD basis

LUMO (spin up / spin down): -4.38 / -4.39 eV
Gap between HOMO and LUMO (spin up / spin down): 7.411 / 7.406 eV
Charge: +1
E_HOMO (spin up / spin down): -0.4335 / -0.4334 Ha

Last column: Löwdin charge in e.
Positions of all 18 atoms, in Å:
1 C -1.078 -1.573 -1.268  -0.1213
2 C -3.392 -1.447 -0.412  -0.1105
3 C 1.989 2.080 1.314  0.0284
4 C 2.435 1.041 0.644  -0.1356
5 C 0.560 0.077 -0.478  -0.0795
6 C 1.868 0.658 -0.738  -0.1000
7 N -2.240 -1.375 -0.731  0.1136
8 N -4.451 -1.924 0.172  0.1682
9 O 0.122 -0.821 -1.178  0.1063
10 H -0.985 -2.235 -2.206  0.1663
11 H 2.312 2.268 2.285  0.0490
12 H 1.173 2.744 0.894  0.1035
13 H 3.152 0.429 1.101  0.0951
14 H 0.024 0.658 0.272  0.1578
15 H 1.546 1.426 -1.431  0.1536
16 H 2.473 0.008 -1.275  0.1119
17 H -5.352 -1.510 -0.049  0.1330
18 H -4.128 -2.295 1.094  0.1602

Stability check: which of them is least stable? (B).